Density functional theory data (ωB97M-V/def2-TZVPD) for a molecular structure, C36H50AsN5O3RbS2Si2.

Each line ends with the Löwdin charge.
Geometry (Å):
1 Rb 1.110 0.648 -0.646  0.89
2 O 3.926 1.631 2.637  -0.33
3 S 3.567 0.707 1.574  0.52
4 O 3.541 1.264 0.223  -0.47
5 N 2.190 0.015 1.754  -0.24
6 C 1.758 -0.676 2.863  -0.27
7 C 2.533 -1.162 3.897  -0.02
8 C 1.979 -1.935 4.937  -0.09
9 C 0.649 -2.229 4.978  -0.07
10 C -0.197 -1.721 3.960  -0.17
11 C -1.591 -1.961 3.951  -0.03
12 C -2.367 -1.425 2.971  -0.06
13 C -1.746 -0.631 1.983  -0.14
14 N -0.460 -0.396 1.947  0.10
15 C 0.336 -0.937 2.916  -0.17
16 C 4.884 -0.488 1.557  -0.26
17 C 4.971 -1.396 0.511  -0.05
18 C 6.001 -2.325 0.498  -0.07
19 C 6.940 -2.340 1.522  -0.09
20 C 6.853 -1.422 2.560  -0.09
21 C 5.822 -0.492 2.580  -0.08
22 H 3.594 -0.961 3.905  0.09
23 H 2.637 -2.309 5.712  0.10
24 H 0.226 -2.836 5.770  0.10
25 H -2.021 -2.578 4.733  0.11
26 H -3.435 -1.597 2.930  0.10
27 H -2.346 -0.186 1.194  0.07
28 H 4.242 -1.375 -0.287  0.08
29 H 6.065 -3.039 -0.314  0.11
30 H 7.742 -3.067 1.508  0.10
31 H 7.590 -1.427 3.353  0.10
32 H 5.739 0.242 3.371  0.11
33 C -2.774 -2.221 -1.235  -0.19
34 Si -1.248 -3.324 -1.186  0.40
35 C -1.851 -4.974 -1.908  -0.20
36 C -0.904 -3.740 0.628  -0.18
37 C 0.114 -2.591 -2.093  -0.36
38 C -0.247 -1.739 -3.233  -0.41
39 C -0.082 -2.157 -4.578  -0.05
40 C -0.368 -1.316 -5.631  -0.10
41 C -0.849 -0.036 -5.368  -0.10
42 C -1.001 0.314 -4.040  -0.17
43 N -0.709 -0.482 -3.011  0.07
44 Si 1.847 -2.993 -1.965  0.39
45 C 2.359 -3.420 -0.201  -0.17
46 C 2.841 -1.470 -2.530  -0.19
47 C 2.587 -4.405 -2.999  -0.20
48 H -3.564 -2.617 -0.587  0.03
49 H -3.170 -2.154 -2.253  0.03
50 H -2.536 -1.205 -0.916  -0.04
51 H -2.673 -5.422 -1.337  0.01
52 H -1.022 -5.688 -1.935  0.01
53 H -2.194 -4.826 -2.938  0.02
54 H -1.844 -3.827 1.183  0.02
55 H -0.295 -2.971 1.108  0.01
56 H -0.380 -4.695 0.725  0.02
57 H 0.270 -3.166 -4.753  0.10
58 H -0.230 -1.652 -6.653  0.09
59 H -1.087 0.662 -6.160  0.08
60 H -1.357 1.306 -3.774  0.09
61 H 2.197 -2.578 0.480  0.02
62 H 3.412 -3.711 -0.138  0.02
63 H 1.766 -4.258 0.169  0.02
64 H 2.801 -0.675 -1.784  -0.07
65 H 2.409 -1.072 -3.453  0.03
66 H 3.894 -1.695 -2.725  0.03
67 H 2.097 -5.355 -2.760  0.02
68 H 3.662 -4.521 -2.823  0.01
69 H 2.439 -4.217 -4.068  0.01
70 C -0.123 5.626 -0.543  -0.22
71 As 0.612 3.896 -0.133  0.91
72 C 2.214 4.282 0.844  -0.19
73 C -0.635 3.070 1.073  -0.21
74 O 0.833 3.045 -1.530  -0.68
75 H -0.367 6.184 0.361  0.03
76 H -1.018 5.473 -1.145  0.02
77 H 0.613 6.170 -1.131  0.04
78 H 1.979 4.929 1.690  0.04
79 H 2.898 4.783 0.162  0.05
80 H 2.675 3.361 1.194  0.00
81 H -0.977 3.791 1.814  0.04
82 H -0.168 2.223 1.579  0.02
83 H -1.473 2.703 0.481  -0.02
84 C -4.816 6.336 -1.652  -0.01
85 C -5.055 5.117 -0.822  -0.29
86 C -5.932 5.038 0.212  0.01
87 C -6.006 3.797 0.906  -0.32
88 N -5.298 2.747 0.596  0.11
89 C -4.416 2.799 -0.456  -0.83
90 S -3.444 1.569 -0.962  0.72
91 N -4.331 4.022 -1.117  0.08
92 C -6.925 3.658 2.083  -0.03
93 H -5.518 7.122 -1.385  0.08
94 H -4.929 6.108 -2.712  0.09
95 H -3.801 6.706 -1.495  0.09
96 H -6.539 5.885 0.492  0.11
97 H -3.674 4.025 -1.886  0.13
98 H -7.661 4.460 2.128  0.07
99 H -6.332 3.677 3.000  0.09
100 H -7.426 2.694 2.042  0.08

Energy relative to the best compared isomer or geometry (same formula, charge and spin) = 42.9 kcal per mole
F_max = 1.8 eV/Å
Charge = -1
HOMO = -3.1197 eV
Spin multiplicity = 1

Density functional theory data (ωB97M-V/def2-TZVPD) for a molecular structure, C3H12N3O.

Each line ends with the natural charge from an NBO analysis.
Geometry (Å):
1 C -1.656 0.886 2.046  -0.30
2 C -0.370 0.861 2.451  -0.41
3 N 1.333 -0.365 -1.460  -0.39
4 C 0.053 -0.148 -1.938  0.43
5 N -0.359 1.180 -2.152  -0.83
6 N -0.821 -1.086 -2.110  -0.37
7 H -2.410 1.021 2.792  0.21
8 H -2.044 0.718 1.038  0.18
9 H 1.162 0.379 -0.193  0.08
10 H -0.366 1.129 3.509  0.22
11 H 0.429 0.217 2.090  0.21
12 H 1.972 0.192 -2.047  0.41
13 H -1.361 1.209 -2.254  0.42
14 H 0.135 1.685 -2.874  0.41
15 H -0.359 -1.979 -1.887  0.37
16 H 1.759 0.183 0.336  0.34
17 H 0.819 -2.657 1.361  0.51
18 H 1.260 -1.695 0.222  0.47
19 O 0.827 -1.730 1.068  -0.95

Energy relative to the best compared isomer or geometry (same formula, charge and spin) = 228.3 kcal per mole
F_max = 3.6 eV/Å
Charge = +1
HOMO = -13.0899 eV
Spin multiplicity = 1

Density functional theory data (ωB97M-V/def2-TZVPD) for a molecular structure, C24H23IN9O2S4SbTa.

Each line ends with the natural charge from an NBO analysis.
Geometry (Å):
1 Ta 8.775 13.122 10.716  1.65
2 C 5.662 13.959 7.261  -0.66
3 C 5.991 15.169 8.072  0.22
4 N 5.590 16.346 7.688  -0.39
5 C 5.882 17.463 8.424  0.03
6 C 6.458 17.396 9.690  -0.07
7 C 6.687 18.605 10.499  -0.10
8 O 8.064 18.846 10.751  -0.73
9 C 6.888 16.104 10.150  -0.08
10 C 7.345 15.864 11.536  0.17
11 N 7.715 14.730 12.052  -0.49
12 C 7.790 14.773 13.487  0.02
13 C 6.745 15.258 14.248  -0.20
14 C 6.815 15.336 15.614  -0.20
15 C 7.835 14.746 16.309  -0.19
16 C 8.897 14.307 15.616  -0.21
17 C 8.864 14.230 14.198  0.23
18 I 7.325 11.400 12.383  -0.11
19 C 6.765 14.981 9.268  0.32
20 O 7.386 13.832 9.534  -0.78
21 H 6.252 13.995 6.333  0.25
22 H 4.629 14.029 6.955  0.25
23 H 5.982 13.057 7.743  0.21
24 H 5.540 18.384 8.042  0.21
25 H 6.302 18.507 11.538  0.19
26 H 6.156 19.474 10.095  0.20
27 H 8.516 19.372 10.110  0.48
28 H 7.283 16.673 12.225  0.21
29 H 5.900 15.742 13.731  0.22
30 H 6.021 15.830 16.175  0.23
31 H 7.777 14.777 17.370  0.23
32 H 9.788 13.732 16.036  0.23
33 N 8.106 11.514 9.101  -0.87
34 C 8.858 10.310 8.894  0.18
35 C 8.655 9.393 7.920  -0.21
36 C 9.437 8.213 7.841  -0.18
37 C 10.296 7.955 8.880  -0.17
38 C 10.540 8.920 9.889  -0.08
39 C 11.613 8.767 10.853  -0.08
40 C 11.905 9.829 11.662  -0.26
41 C 11.146 11.011 11.612  0.11
42 N 10.142 11.140 10.801  -0.49
43 C 9.854 10.133 9.891  0.13
44 H 7.203 11.316 9.432  0.42
45 H 7.975 12.087 8.257  0.44
46 H 7.949 9.650 7.116  0.24
47 H 9.275 7.465 7.056  0.24
48 H 10.789 6.981 8.897  0.23
49 H 12.337 7.966 10.750  0.24
50 H 12.706 9.852 12.432  0.25
51 H 11.258 11.810 12.338  0.26
52 S 9.234 16.012 7.475  -0.35
53 Sb 10.268 14.150 6.221  1.10
54 S 10.648 13.561 9.162  -0.25
55 S 9.864 15.487 9.350  0.11
56 S 8.610 12.667 5.922  -0.69
57 N 12.057 12.799 14.243  -0.68
58 N 11.180 13.906 14.156  -0.03
59 N 11.790 14.865 13.188  -0.31
60 C 11.179 14.620 12.112  0.22
61 N 10.060 13.776 12.229  -0.66
62 N 9.935 13.498 13.606  -0.17
63 H 11.901 12.342 15.124  0.36
64 H 12.962 13.251 14.404  0.38
65 H 11.423 15.065 11.172  0.22

Energy relative to the best compared isomer or geometry (same formula, charge and spin) = 25.0 kcal per mole
F_max = 4.0 eV/Å
Charge = +1
HOMO = -10.6528 eV
Spin multiplicity = 1

Density functional theory data (ωB97M-V/def2-TZVPD) for a gas-phase ion, C3H9N2O (charge +1).

Each line ends with the natural charge from an NBO analysis.
Geometry (Å):
1 C 0.002 0.356 2.021  -0.44
2 N 0.128 -0.898 1.241  -0.50
3 C 0.784 -0.685 -0.145  -0.32
4 C -0.160 0.213 -0.936  0.64
5 N 0.407 0.665 -2.079  -0.80
6 O -1.287 0.456 -0.578  -0.57
7 H -1.041 0.664 2.088  0.26
8 H 0.296 0.203 3.056  0.25
9 H 0.508 1.160 1.502  0.23
10 H -0.742 -1.318 0.904  0.46
11 H 0.632 -1.655 1.699  0.44
12 H 1.795 -0.320 0.009  0.25
13 H 0.794 -1.651 -0.635  0.25
14 H -0.140 1.200 -2.732  0.43
15 H 1.390 0.804 -2.168  0.41

SMILES string = C[NH2+]CC(N)=O
Energy relative to the best compared isomer or geometry (same formula, charge and spin) = 18.9 kcal per mole
F_max = 2.4 eV/Å
Charge = +1
HOMO = -14.8242 eV
Spin multiplicity = 1

Density functional theory data (ωB97M-V/def2-TZVPD) for a molecular structure, C17H16Cl2Mn.

Each line ends with the natural charge from an NBO analysis.
Geometry (Å):
1 C 1.847 -2.267 0.845  -0.38
2 C 1.904 -1.939 -0.570  -0.37
3 C 0.547 -2.032 -1.082  -0.43
4 H 2.802 -1.763 -1.164  0.25
5 C -0.302 -2.357 0.034  -0.38
6 C 0.493 -2.493 1.208  -0.37
7 H 0.133 -2.790 2.192  0.22
8 H 2.728 -2.472 1.462  0.22
9 H 0.266 -1.960 -2.133  0.25
10 H -1.361 -2.612 -0.051  0.22
11 Mn 0.710 -0.324 0.225  1.26
12 Cl 2.614 0.967 0.201  -0.73
13 C 1.111 2.356 -3.936  -0.36
14 C -0.123 1.710 -4.272  -0.37
15 C 0.188 0.469 -4.916  -0.38
16 H -1.126 2.105 -4.093  0.17
17 C 1.615 0.348 -4.980  -0.38
18 C 2.185 1.515 -4.373  -0.36
19 H 3.251 1.736 -4.285  0.18
20 H 1.216 3.330 -3.454  0.18
21 H -0.534 -0.251 -5.311  0.17
22 H 2.170 -0.479 -5.431  0.17
23 Cl -3.816 1.542 1.750  0.00
24 C -2.612 1.005 2.802  -0.08
25 C -2.914 0.892 4.150  -0.24
26 C -1.936 0.376 5.007  -0.26
27 C -0.669 0.057 4.503  -0.22
28 C -0.314 0.287 3.174  -0.20
29 C -1.314 0.708 2.280  0.02
30 C -0.995 0.862 0.856  -1.03
31 H -3.897 1.168 4.531  0.20
32 H -2.171 0.222 6.064  0.19
33 H 0.072 -0.363 5.175  0.19
34 H 0.731 0.150 2.833  0.23
35 H -1.740 0.403 0.198  0.20
36 H -0.761 1.894 0.561  0.23

Energy relative to the best compared isomer or geometry (same formula, charge and spin) = 0.0 kcal per mole
F_max = 3.0 eV/Å
Charge = -2
HOMO (alpha / beta) = -0.1631 / -0.1642 eV
Spin multiplicity = 6